Molecular formula: C35H87F8NO16
Method: DFT, ωB97M-V with the def2-TZVPD basis set

Max |F| in eV/Å: 2.07
HOMO level in eV: -9.46
Gap between HOMO and LUMO in eV: 9.85
Total charge: 0

The geometry in XYZ format:
```
147
Properties=species:S:1:pos:R:3:forces:R:3:lowdin_charge:R:1
F 2.9553 0.2701 -1.0739 -0.1447 0.2486 -0.0854 0.150
F 4.3819 -1.9505 -0.2609 -0.2901 0.1063 0.2942 0.168
F 2.8957 -2.3472 1.2609 0.2007 0.5837 0.0946 0.180
F -0.5243 2.9138 -0.0167 -0.1847 0.0696 -0.1116 -0.013
F 4.0310 -0.4340 1.2204 -0.6678 -0.3594 0.1314 0.167
F 2.1215 -1.7071 -1.4229 0.0196 0.0870 -0.0700 0.161
F 1.2901 -0.2214 1.5738 0.2968 0.0841 0.0520 0.119
F 0.3416 -1.5923 0.1957 -0.0277 0.1416 0.1909 0.141
O 2.3935 7.0793 -5.2461 0.1571 -0.0144 0.0104 -0.124
O 9.5556 -1.7051 8.8904 0.1726 0.0007 0.1212 -0.136
O 1.7989 -5.5365 1.9665 0.0995 -0.1428 0.0228 -0.124
O -4.3138 -6.5439 1.6119 0.0424 -0.0219 0.0413 -0.131
O -3.8996 0.9118 -0.5892 -0.1440 -0.0147 -0.0838 -0.142
O -0.9335 5.4602 -3.0786 0.2805 -0.1974 -0.2192 -0.130
O -3.4177 6.7237 -1.6764 0.0423 0.1820 -0.1006 -0.145
O 5.0799 -0.0137 4.1757 0.0610 0.0023 0.1599 -0.124
O -1.1265 0.2776 -0.5057 0.5498 -0.0814 -0.4012 0.027
O 1.1901 -1.6489 5.0523 -0.1925 0.0353 0.0435 -0.131
O 0.0086 2.3694 -5.8115 0.0599 -0.0082 -0.0839 -0.130
O 3.8753 4.4744 1.5005 0.1527 -0.0006 -0.1824 -0.130
O 5.5487 -1.0815 9.1467 -0.0730 0.1994 -0.1002 -0.124
O -4.4988 -4.8077 -1.5636 0.1500 -0.1259 0.2980 -0.154
O -2.7029 -1.7509 -1.2095 0.2798 0.0703 0.0248 -0.091
O -9.8969 -3.0063 -1.3189 0.1970 0.0840 0.0733 -0.128
N -4.7037 3.9121 -1.5056 0.1096 0.3973 -0.1687 0.115
C 4.1915 -0.3911 5.2273 0.0282 0.0512 -0.3325 -0.136
C -4.4448 7.6768 -1.4469 0.0520 -0.2751 -0.0859 -0.157
C -5.7263 -4.7163 -0.8570 -0.3292 0.1840 -0.2168 -0.271
C 6.5714 -0.3777 8.4442 -0.0781 -0.2914 0.1727 -0.169
C -3.1194 -6.3676 2.3633 -0.0310 -0.0116 -0.1587 -0.151
C 3.4187 -1.3835 0.4938 0.9461 -0.5359 -0.9395 -0.506
C -3.0792 -2.9272 -1.8920 -0.0884 -0.0755 0.5630 -0.180
C 3.3489 6.9409 -4.2002 -0.3764 -0.0286 -0.0894 -0.169
C 10.9099 -1.4505 9.2551 -0.1382 -0.0548 -0.1834 -0.152
C -6.8766 -5.2536 -1.6905 0.3606 -0.1071 -0.1040 -0.050
C 4.8639 4.0914 0.5469 -0.0760 0.1895 0.1434 -0.133
C 0.0167 -0.4882 -4.7112 -0.1101 -0.8069 0.2829 -0.197
C 0.1937 0.0691 -3.2890 -1.2138 -0.0739 -0.5822 -0.159
C -4.8500 2.8441 -2.1673 -0.2679 0.1064 0.1550 -0.197
C -2.5100 -0.7658 -2.2068 0.3500 -0.2661 0.6108 -0.107
C 0.0157 -0.8935 5.3352 0.2478 -0.0108 -0.0911 -0.149
C 1.5548 -2.5230 -4.6114 -0.5265 -0.2162 0.5189 -0.249
C -0.9614 1.0238 -2.8835 1.7746 0.4687 0.2929 -0.107
C 0.2006 1.8966 0.6134 0.2201 0.2310 -0.1845 -0.240
C 0.1796 0.7222 -0.3537 0.6990 0.1590 0.9657 -0.174
C 1.9190 2.3819 2.4630 0.3319 -0.3633 -0.5874 -0.069
C 0.9155 2.4473 -6.9086 -0.1718 0.1366 0.1170 -0.140
C 2.3627 -0.7845 -0.4855 0.4850 -0.1341 0.8966 -0.352
C -0.0062 5.3032 -2.0106 -0.1909 -0.0509 -0.0552 -0.140
C -3.4605 -4.0479 -0.9398 -0.1243 -0.1672 -0.6847 -0.169
C -2.9222 1.5456 -1.4076 -0.3068 -0.0822 0.1959 -0.279
C 1.6232 -3.7830 -3.7595 -0.0119 0.1995 -0.0524 -0.111
C -3.9072 1.3748 0.7476 0.0501 -0.4048 -0.2143 -0.067
C 1.5757 2.4398 0.9571 -0.0993 0.2734 0.9871 -0.152
C -3.6518 2.0884 -2.6371 0.2042 0.4956 0.3221 -0.102
C -9.3832 -3.1457 0.0026 -0.2664 -0.0992 -0.1326 -0.162
C -1.8019 0.5405 -1.7272 -1.8592 -0.5792 -0.6955 -0.341
C 1.0431 -0.4329 0.2537 -1.1839 -0.7190 -0.7125 -0.324
C 3.0424 -6.0255 2.4585 -0.1281 0.2277 -0.0500 -0.159
C 0.1133 -2.0120 -4.7532 0.5498 0.0702 -0.5265 -0.211
H -5.9390 -3.6709 -0.6377 0.1458 0.2626 0.2095 0.112
H 0.1350 -0.7866 -2.6248 0.5016 -0.1194 0.3372 0.102
H -4.7016 0.8437 1.2521 -0.2406 -0.1082 0.1470 0.090
H 4.7969 4.7039 -0.3559 0.0389 -0.0550 -0.0468 0.077
H -4.1075 -6.3216 0.6996 -0.0216 -0.0916 -0.0819 0.043
H 9.5285 -1.8188 7.9375 -0.0686 -0.0095 -0.0595 0.073
H 1.5262 6.8763 -4.8845 -0.0707 0.0076 -0.0069 0.064
H 0.7709 -0.0878 -5.3727 0.0786 0.2520 -0.2911 0.092
H 11.5548 -2.2889 8.9804 0.0588 0.0274 0.0497 0.075
H -1.8072 5.2736 -2.7280 -0.1050 0.2349 0.0752 0.037
H 6.2237 0.6384 8.2735 -0.0835 -0.0143 0.0017 0.079
H -5.8439 2.4665 -2.3844 -0.1426 -0.2958 -0.0948 0.121
H 4.5845 -0.0879 3.3577 0.0888 0.0321 -0.1125 0.028
H -5.6439 -5.2527 0.0801 -0.0548 -0.0223 0.3491 0.094
H -3.9399 -2.7188 -2.5251 -0.1954 -0.0548 -0.2302 0.134
H 2.3725 1.9728 0.3956 0.0575 -0.1673 -0.3039 0.092
H 1.1410 0.5833 -3.2132 0.3195 -0.0441 0.2106 0.113
H -2.7804 -5.3321 2.3096 0.1115 0.0631 0.0947 0.073
H -2.6088 -4.7103 -0.8192 0.1490 -0.1318 0.3080 0.124
H 7.4895 -0.3540 9.0303 0.0810 0.0745 -0.1072 0.058
H -9.4301 -4.1895 0.3241 0.0842 0.0290 0.1110 0.079
H 0.6915 1.0632 -1.2511 -0.2680 -0.1144 -0.1430 0.135
H -0.4979 1.9673 -2.5933 -0.2289 0.3727 -0.0704 0.119
H 6.7652 -0.8570 7.4792 0.0966 0.1347 -0.0445 0.071
H -0.4989 -2.4667 -3.9809 -0.2275 0.0011 0.2104 0.081
H -3.9215 1.3217 -3.3475 -0.0631 -0.2243 -0.1934 0.115
H -0.7647 -1.0877 4.5998 -0.1353 -0.0054 -0.0360 0.074
H 4.7294 -0.3294 6.1686 0.0407 0.0155 0.0006 0.062
H 4.3275 7.1714 -4.6127 0.0027 0.0106 -0.0405 0.076
H -1.5332 1.2439 -3.7703 -0.4932 -0.0348 -0.0327 0.108
H 3.2332 -5.6626 3.4720 0.0619 -0.0596 0.0097 0.076
H -0.2881 -2.3439 -5.7072 -0.1581 -0.2004 -0.1364 0.111
H 2.9843 -7.1104 2.4776 -0.0289 -0.0218 -0.0116 0.076
H 4.6809 3.0526 0.2822 -0.0263 -0.0262 0.0197 0.070
H 5.8681 4.1763 0.9681 0.0296 -0.0561 -0.0562 0.080
H 11.2795 -0.5393 8.7781 0.0615 0.0032 0.0512 0.076
H -3.8320 5.8984 -1.9520 -0.0745 -0.2003 0.2768 0.018
H 0.2354 0.1779 5.3506 -0.0659 0.0285 0.0536 0.072
H -4.0993 2.4427 0.7901 0.0430 0.2727 0.0513 0.082
H -1.9276 -1.2433 -2.9914 0.1665 0.1921 -0.3033 0.105
H -2.3242 -7.0230 2.0000 0.0501 0.0071 0.0758 0.079
H -2.5342 2.3927 -0.8499 0.2924 0.1269 -0.1149 0.135
H -5.1183 7.3434 -0.6511 -0.0321 0.0813 0.0051 0.074
H -3.0166 2.8306 -3.1096 0.2604 -0.0382 -0.3365 0.117
H 1.5236 1.5461 -6.8990 -0.0049 -0.0341 0.0221 0.070
H 0.9865 5.5280 -2.3976 0.0111 0.0313 -0.0444 0.065
H 3.3554 5.9158 -3.8181 0.1081 0.0307 0.0865 0.069
H 1.1109 1.9709 3.0524 -0.2129 -0.0298 0.1927 0.065
H 1.0747 -3.6196 -2.8381 -0.0809 -0.0435 0.2699 0.058
H 2.7917 1.7517 2.5890 0.1291 -0.1987 0.2943 0.058
H 1.4997 -1.3763 4.1850 0.0509 -0.0330 -0.0645 0.048
H 1.5885 3.4846 0.6875 -0.0868 0.2644 -0.3572 0.109
H 1.1659 -4.6256 -4.2647 -0.0708 -0.2425 -0.1182 0.073
H -3.3392 -6.6169 3.3981 -0.0265 -0.0048 0.0057 0.077
H 5.8620 -1.9766 9.2930 0.0131 -0.0552 0.0545 0.070
H 3.8415 -1.4149 5.0822 -0.0810 0.0074 0.1651 0.074
H -3.9726 8.6063 -1.1400 0.0271 0.0106 0.0080 0.076
H 1.5700 3.3170 -6.8143 0.0491 -0.0233 -0.0540 0.078
H -9.9383 -2.5225 0.7086 0.0617 -0.0108 0.0558 0.076
H -3.4932 -0.5368 -2.6103 -0.1084 0.2558 -0.2577 0.128
H -0.9584 -0.2351 -5.1097 -0.1384 0.4006 -0.1083 0.105
H -0.3780 1.6456 1.4925 -0.0803 -0.1313 0.3074 0.149
H 3.3360 0.2884 5.2595 -0.0695 -0.0825 0.1455 0.074
H 10.9403 -1.3212 10.3333 -0.0348 -0.0029 0.0238 0.077
H 3.1319 7.6369 -3.3851 0.1109 -0.0435 0.0648 0.076
H -10.8131 -3.2905 -1.3102 -0.0621 -0.0198 -0.0443 0.072
H 3.8678 -5.7263 1.8064 0.0513 -0.0579 0.0381 0.074
H -7.3852 -6.0668 -1.1932 -0.2138 -0.1792 0.1518 0.072
H -8.3445 -2.8256 -0.0070 0.0135 0.0174 -0.0521 0.068
H -2.2541 -3.2867 -2.5062 0.1241 0.1197 -0.3864 0.120
H -0.3399 -1.1940 6.3170 0.0210 -0.0239 0.0176 0.079
H 1.9674 -2.7290 -5.5911 0.2937 0.1952 -0.2201 0.104
H -0.0134 4.2797 -1.6292 0.0845 0.1560 -0.0047 0.050
H 4.0374 5.3912 1.7358 -0.0206 0.0482 0.0552 0.083
H -2.9687 1.1257 1.2343 0.2204 0.0965 0.1721 0.083
H -0.2367 5.9952 -1.1967 0.0626 -0.0315 0.0552 0.087
H 2.6429 -4.0363 -3.4951 0.2275 -0.1607 -0.0123 0.069
H 1.8512 -4.5784 1.9521 -0.0835 0.0720 -0.0208 0.048
H 0.3781 2.5007 -7.8586 0.0684 -0.0231 -0.0432 0.079
H -7.5812 -4.4659 -1.9105 -0.3214 0.1042 -0.1342 0.054
H -3.7689 -3.6530 0.0208 -0.0723 0.1170 0.2590 0.126
H -6.4912 -5.6381 -2.6268 0.0840 -0.0677 -0.2314 0.078
H -5.6069 4.3016 -1.2542 -0.1311 0.0244 0.1204 0.065
H -5.0246 7.8595 -2.3563 -0.0393 0.0782 0.0377 0.076
H -0.5266 3.1673 -5.8225 -0.0110 0.0838 0.1151 0.078
H 2.1345 -1.7493 -4.1168 0.3213 0.1581 -0.0771 0.093
H 2.2074 3.3529 2.8216 -0.0874 0.3293 0.2227 0.058
```
Positions in Å, forces in eV/Å.

***

Molecular formula: C23H37N2O11
Method: DFT, ωB97M-V with the def2-TZVPD basis set

Max |F| in eV/Å: 1.85
HOMO level in eV: -12.77
Gap between HOMO and LUMO in eV: 7.99
Total charge: +1

The geometry in XYZ format:
```
73
Properties=species:S:1:pos:R:3:forces:R:3:lowdin_charge:R:1
O 2.6041 5.5127 -1.0123 -0.0111 -0.0903 -0.0961 0.009
O 1.3823 7.2519 -0.6231 0.0877 -0.1604 -0.0452 0.012
O 6.0665 0.0743 -1.6123 -0.6835 0.0551 0.5007 0.179
O -5.1237 0.7181 0.5482 0.1017 -0.0185 -0.0338 0.099
O 0.4737 -5.7040 5.4782 0.0560 0.0536 -0.1289 0.010
O -7.3123 1.2681 0.7011 0.0989 -0.0542 0.0161 0.014
O 1.2494 -5.2084 3.5236 0.0409 0.0706 0.0004 0.008
O -0.9934 -5.3380 3.7981 0.0411 0.0859 -0.0713 0.124
O 1.4381 5.6073 0.9256 0.0201 -0.1547 -0.0738 0.126
O -6.5995 -0.4289 1.8238 0.0559 0.0654 -0.0616 0.013
O 5.3020 -0.1330 -3.6903 -1.4620 -0.0622 0.7023 0.089
N 1.0161 0.8738 -1.1438 0.5721 0.4232 -0.7314 0.002
N 3.3122 -2.6811 -0.0823 -0.2495 0.1199 0.0817 0.029
C 3.8768 -1.3352 0.1341 -0.6672 -0.4739 -0.7631 -0.166
C -0.3051 -1.4226 -2.9620 -0.0465 0.3944 -1.3951 -0.223
C 0.7333 -0.7648 1.8999 0.2193 0.2049 0.1192 0.206
C -7.0738 2.3512 -0.1984 -0.0567 0.2940 -0.2084 -0.039
C -6.2353 0.5374 0.9813 -0.2858 -0.0294 0.0959 -0.620
C 0.4828 7.9784 0.2196 -0.2476 0.3077 0.1697 -0.030
C 1.1670 -0.6029 0.7861 0.0568 1.2939 -0.2867 -0.049
C -0.6312 -5.9477 6.3523 -0.2229 -0.1023 0.3190 -0.034
C -1.3726 -0.0098 -1.0113 -0.5296 0.3655 -0.5860 -0.157
C 3.6804 0.3219 -1.8556 -0.8707 0.6003 -0.6938 -0.006
C 3.1012 4.2450 -0.6032 0.2236 -0.1541 0.0412 -0.049
C 1.7717 6.0812 -0.1286 -0.0700 0.3272 -0.0461 -0.618
C -0.0361 -1.1748 -4.5049 0.3052 -0.0951 0.2078 -0.098
C 3.0943 -0.3114 -0.7302 0.9030 0.7386 -0.1729 -0.045
C -5.5399 -1.3001 2.2168 0.1622 -0.2589 0.1547 -0.041
C 5.1126 0.0671 -2.3285 1.1534 -0.3053 -0.3500 -0.424
C 1.7567 0.0207 -0.4086 0.1985 -1.4428 1.1364 -0.134
C -0.4000 1.1976 -0.8467 -1.1890 -0.5842 0.9024 -0.086
C 1.5829 1.4724 -2.2126 0.7346 0.5018 -0.9788 -0.017
C -1.5017 -0.5306 -2.4750 0.1072 -1.0661 0.7819 -0.187
C 1.0253 -4.8855 2.1555 0.0900 0.0317 -0.3045 -0.051
C 2.9001 1.2493 -2.6077 -0.1544 -0.8831 0.9295 0.052
C 0.1283 -5.4109 4.2268 0.0795 -0.1091 0.2211 -0.619
H 0.2403 8.9079 -0.2892 0.1610 -0.1114 -0.1641 0.097
H 2.2818 3.5348 -0.4758 -0.0015 0.0628 0.2041 0.076
H -5.1272 -1.8190 1.3517 0.0571 0.1211 0.0059 0.095
H 4.9344 -1.3854 -0.1772 -0.5727 0.4094 0.3131 0.113
H 3.6782 4.3336 0.3169 -0.1594 -0.0592 0.0558 0.108
H -1.1643 -0.8310 -0.2964 0.0992 0.4895 -0.5066 0.107
H 3.8019 -1.0875 1.2063 0.1295 0.0025 -0.5318 0.135
H 0.9878 2.1755 -2.8126 0.0249 -0.4721 0.6285 0.160
H 0.6381 -1.2474 -2.4123 -0.5376 -0.0402 -0.1176 0.071
H -6.3572 3.0536 0.2266 0.0727 -0.1081 -0.0543 0.097
H -2.3988 -1.1883 -2.4831 0.4154 0.5445 -0.0932 0.121
H 3.7601 3.8787 -1.3886 -0.0417 0.2429 -0.1015 0.090
H -1.7204 0.2883 -3.1870 0.2886 -0.2548 0.4447 0.107
H -1.2116 -6.8032 6.0090 -0.0417 0.1223 -0.0847 0.101
H -0.2245 -6.1741 7.3348 0.2081 0.0375 -0.1360 0.096
H -0.5314 -2.5018 -2.8755 -0.0165 0.6197 0.3764 0.107
H 5.5411 -1.0639 -3.8318 0.2755 0.3100 -0.0593 0.136
H -4.7605 -0.7462 2.7402 0.0199 0.0191 -0.1343 0.095
H 3.1224 -2.8486 -1.0697 0.2231 -0.0321 0.2240 0.081
H 1.0109 -0.8690 -4.7061 -0.4793 -0.2010 0.1764 0.059
H -6.7237 1.9813 -1.1618 0.1087 0.0022 0.0870 0.097
H 0.9548 8.2145 1.1724 -0.0433 -0.1481 0.0027 0.102
H -0.2077 -2.1034 -5.0826 -0.0088 0.6192 0.2053 0.074
H -0.4610 1.5469 0.2031 0.2411 -0.0884 -0.5677 0.143
H -2.3785 0.3757 -0.7256 0.6743 -0.0839 0.0063 0.122
H 0.4569 -3.9575 2.0671 -0.1562 -0.1220 0.0018 0.081
H 1.9982 -4.7447 1.6870 0.0962 -0.0988 0.2545 0.083
H -5.9600 -2.0369 2.8969 -0.1870 0.1320 -0.0557 0.097
H -8.0202 2.8656 -0.3458 -0.0606 -0.1788 0.1530 0.097
H -0.7191 2.0227 -1.5056 0.3850 -0.4180 0.2487 0.137
H -1.2622 -5.0629 6.4307 -0.0383 -0.0715 -0.1306 0.098
H 0.5114 -5.7003 1.6462 -0.1347 0.1133 0.0433 0.104
H 3.3036 1.7852 -3.4752 -0.2116 -0.3712 0.4010 0.148
H -0.6733 -0.3635 -4.9116 0.2396 -0.5875 0.2043 0.067
H 0.4082 -0.8040 2.9366 0.0957 -0.3001 -0.7409 0.083
H -0.4368 7.4154 0.3762 0.1075 -0.0605 0.0926 0.098
H 2.4254 -2.8032 0.4011 0.2066 0.0709 -0.0036 0.040
```
Positions in Å, forces in eV/Å.

***

Molecular formula: C5H10N2O
Method: DFT, ωB97M-V with the def2-TZVPD basis set

Max |F| in eV/Å: 6.91
HOMO level (alpha / beta) in eV: -8.61 / -8.61
Gap between HOMO and LUMO (alpha / beta) in eV: 8.28 / 8.28
Energy above the lowest of the compared OMol25 structures with the same formula, charge and spin in eV: 7.8487
Total charge: 0

The geometry in XYZ format:
```
18
Properties=species:S:1:pos:R:3:forces:R:3:lowdin_charge:R:1
O -1.5172 -0.7346 0.5098 1.0727 -0.6218 -1.1008 -0.165
N 2.0076 0.2090 0.6432 -1.2353 1.1073 -0.5574 0.054
N 0.0529 -0.6549 -0.3500 -5.4808 -2.3971 0.7006 0.038
C 0.5524 -2.0113 -0.2226 0.5860 -0.7153 0.2200 -0.072
C 2.7554 1.1864 0.3486 -1.7464 -0.0237 0.6824 -0.106
C 0.2483 0.4997 0.2093 6.7611 1.3376 0.5137 -0.297
C -0.1193 1.7669 0.1930 -0.5373 -0.2752 -0.2879 0.029
C -2.6320 -0.3312 -0.2327 -0.3802 0.5488 -0.3083 -0.162
H -1.1220 2.0965 -0.0294 -0.0261 -0.0880 -0.0064 0.052
H 0.6610 2.5107 0.0917 -0.1650 0.1604 0.8462 0.033
H 0.5264 -2.4888 -1.2023 -0.2466 0.2166 -0.0627 0.080
H 3.8037 1.2487 0.6743 -0.3186 -0.1988 -0.3971 0.073
H -0.0176 -2.6418 0.4616 -0.4833 0.5138 0.0135 0.089
H -2.5284 0.6782 -0.6555 0.2595 -0.3459 -0.3345 0.065
H -2.9612 -1.0526 -0.9903 0.2569 0.1126 -0.0232 0.081
H -3.4797 -0.1716 0.4495 0.2860 -0.4632 0.3286 0.091
H 1.5680 -2.1718 0.1416 0.1268 0.9865 0.0179 0.075
H 2.2017 2.0624 -0.0397 1.2706 0.1453 -0.2444 0.041
```
Positions in Å, forces in eV/Å.